1.
The following is a DFT calculation (ωB97M-V/def2-TZVPD) of a structure of composition C50H41IrN4O3P2STe in a non-equilibrium geometry.

```
! RIJCOSX wB97M-V def2-TZVPD def2/J DEFGRID3
* xyz 1 6
Ir -0.937 0.509 0.755
C -1.416 4.240 -1.444
O -2.831 4.316 -1.265
C -3.472 3.701 -0.249
C -4.726 4.217 0.050
C -5.517 3.660 1.044
C -5.053 2.574 1.758
C -3.801 2.009 1.479
C -3.425 0.882 2.293
N -2.334 0.196 2.141
N -2.079 -0.838 3.021
C -0.941 -1.409 2.755
O -0.135 -1.028 1.787
C -0.484 -2.561 3.557
C 0.864 -2.912 3.541
C 1.305 -3.993 4.288
C 0.404 -4.729 5.044
C -0.941 -4.380 5.059
C -1.387 -3.297 4.321
C -2.989 2.568 0.451
O -1.813 2.098 0.068
H -1.178 5.055 -2.123
H -1.121 3.289 -1.886
H -0.892 4.383 -0.498
H -5.061 5.075 -0.519
H -6.487 4.083 1.264
H -5.654 2.140 2.547
H -4.085 0.579 3.099
H 1.561 -2.323 2.958
H 2.355 -4.258 4.286
H 0.748 -5.574 5.626
H -1.642 -4.954 5.650
H -2.429 -3.011 4.328
Te 1.421 -2.768 -0.373
C 2.514 -3.166 -2.130
C 1.884 -3.188 -3.367
C 2.665 -3.420 -4.490
N 3.981 -3.615 -4.446
C 4.568 -3.602 -3.253
C 3.882 -3.385 -2.063
C 0.394 -1.153 -1.181
P 0.928 0.493 -0.655
C 1.524 1.377 -2.121
C 1.870 0.714 -3.292
C 2.418 1.421 -4.354
C 2.614 2.790 -4.250
C 2.275 3.455 -3.077
C 1.737 2.751 -2.013
C 2.458 0.341 0.315
C 3.646 -0.068 -0.299
C 4.804 -0.204 0.447
C 4.792 0.086 1.808
C 3.622 0.511 2.419
C 2.454 0.632 1.675
P -1.391 -1.268 -1.205
C -2.080 -0.070 -2.373
C -1.455 0.342 -3.545
C -2.063 1.284 -4.363
C -3.306 1.799 -4.026
C -3.950 1.367 -2.874
C -3.337 0.442 -2.047
C -1.820 -2.902 -1.884
C -2.118 -3.079 -3.234
C -2.398 -4.350 -3.719
C -2.388 -5.443 -2.864
C -2.119 -5.267 -1.514
C -1.847 -3.999 -1.022
H 0.813 -3.040 -3.465
H 2.207 -3.451 -5.472
H 5.639 -3.767 -3.241
H 4.418 -3.377 -1.123
H 1.736 -0.359 -3.365
H 2.694 0.899 -5.261
H 3.037 3.340 -5.080
H 2.433 4.522 -2.993
H 1.480 3.270 -1.095
H 3.666 -0.269 -1.365
H 5.721 -0.524 -0.032
H 5.700 -0.014 2.389
H 3.612 0.752 3.475
H 1.541 0.958 2.156
H -0.492 -0.065 -3.822
H -1.563 1.612 -5.265
H -3.776 2.538 -4.663
H -4.920 1.767 -2.608
H -3.827 0.130 -1.131
H -2.136 -2.232 -3.907
H -2.632 -4.482 -4.768
H -2.607 -6.431 -3.247
H -2.136 -6.113 -0.840
H -1.681 -3.860 0.044
S -0.498 3.080 2.814
C 0.691 3.168 4.030
N 1.988 3.499 3.620
C 3.020 3.598 4.526
C 2.783 3.334 5.860
C 1.523 2.980 6.318
C 0.464 2.909 5.354
H 2.123 3.728 2.650
H 3.983 3.891 4.138
H 3.614 3.418 6.547
H 1.336 2.777 7.360
H -0.543 2.648 5.646
*
```

Output
Frontier orbital gap (spin up / spin down) ... 5.0 / 4.9 eV
Energy relative to the best compared isomer or geometry (same formula, charge and spin) ... 9.76 kcal per mole
<S²> ... 8.790
Highest occupied orbital energy (spin up / spin down) ... -0.2832 / -0.3748 Ha
E_LUMO (spin up / spin down) ... -2.7 / -5.3 eV

2.
The following is a DFT calculation (ωB97M-V/def2-TZVPD) of the molecule C4H3N3O in a non-equilibrium geometry.

```
! RIJCOSX wB97M-V def2-TZVPD def2/J DEFGRID3
* xyz 0 1
C -1.275 -0.040 -0.045
C 0.687 -1.295 0.028
C 1.488 -0.039 0.000
C 0.674 1.210 -0.010
H -3.050 0.656 0.024
H 1.265 -2.234 0.084
H 1.212 2.132 -0.038
N -2.521 -0.215 -0.013
N -0.583 -1.312 -0.029
N -0.604 1.210 0.030
O 2.707 -0.073 -0.031
*
```

Output
Frontier orbital gap ... 8.0 eV
Energy relative to the best compared isomer or geometry (same formula, charge and spin) ... 25.52 kcal per mole
Highest occupied orbital energy ... -0.3613 Ha
Structure (SMILES) ... N=C1N=CC(=O)C=N1
E_LUMO ... -1.9 eV

3.
The following is a DFT calculation (ωB97M-V/def2-TZVPD) of a structure of composition CF2I2 in a non-equilibrium geometry.

```
! RIJCOSX wB97M-V def2-TZVPD def2/J DEFGRID3
* xyz 0 3
C 0.043 -0.136 0.062
F 0.257 0.759 0.914
F 0.662 0.140 -1.068
I -0.076 -2.069 0.685
I -3.031 0.012 -0.299
*
```

Output
Frontier orbital gap (spin up / spin down) ... 8.3 / 6.6 eV
<S²> ... 2.006
Highest occupied orbital energy (spin up / spin down) ... -0.2959 / -0.3625 Ha
E_LUMO (spin up / spin down) ... 0.3 / -3.2 eV

4.
The following is a DFT calculation (ωB97M-V/def2-TZVPD) of a structure of composition C7H81NNbO33 in a non-equilibrium geometry.

```
! RIJCOSX wB97M-V def2-TZVPD def2/J DEFGRID3
* xyz -1 1
C 0.058 3.970 1.310
O 0.093 3.566 -0.053
C -1.196 3.153 -0.499
C -1.466 1.640 -0.421
C -0.197 0.746 -0.558
Nb 0.367 -0.242 1.415
C 2.318 0.924 1.594
C 3.399 0.619 0.534
C 3.329 1.435 -0.732
N 2.861 2.741 -0.721
O 3.651 0.935 -1.806
H 1.095 4.040 1.654
H -0.380 4.961 1.447
H -0.455 3.226 1.928
H -1.968 3.690 0.059
H -1.289 3.456 -1.551
H -2.119 1.414 -1.279
H -2.054 1.373 0.458
H 0.607 1.340 -1.002
H -0.402 -0.083 -1.248
H 1.293 -1.574 0.514
H 0.608 -1.051 3.045
H -0.551 1.096 2.311
H -1.174 -1.241 1.250
H 2.123 2.001 1.696
H 2.743 0.618 2.560
H 4.393 0.802 0.974
H 3.361 -0.414 0.198
H 2.031 2.838 -1.288
H 2.678 3.099 0.209
O -0.008 0.691 5.507
H 0.155 0.087 6.240
H 0.596 1.423 5.661
O 4.359 -0.766 3.874
H 4.645 -1.494 4.433
H 5.176 -0.375 3.549
O -0.481 -3.850 1.188
H 0.145 -4.367 0.669
H -0.771 -4.437 1.893
O -3.960 4.704 -1.058
H -4.236 5.621 -0.967
H -3.964 4.542 -2.006
O -0.833 -2.258 -2.646
H -1.501 -2.227 -3.346
H -0.024 -1.982 -3.088
O -2.688 -1.437 -4.767
H -3.014 -0.530 -4.709
H -2.733 -1.657 -5.703
O 0.628 5.504 4.019
H 1.346 6.135 3.921
H -0.179 6.024 3.941
O -4.327 1.234 -5.382
H -4.638 2.140 -5.310
H -4.390 1.028 -6.320
O -3.965 -3.805 -5.962
H -3.195 -4.382 -5.989
H -3.868 -3.323 -5.130
O 3.297 5.566 0.704
H 3.721 4.960 0.079
H 2.640 6.021 0.171
O -1.155 -5.205 -3.652
H -0.277 -5.590 -3.590
H -1.076 -4.394 -3.134
O 0.772 4.479 -3.533
H 1.411 3.929 -3.996
H 0.426 3.901 -2.842
O -4.036 -6.228 -3.543
H -4.525 -6.423 -4.347
H -3.220 -5.809 -3.848
O 5.396 5.084 -1.411
H 6.011 5.820 -1.356
H 5.841 4.420 -1.946
O -2.319 5.658 2.482
H -2.944 4.937 2.607
H -2.577 6.057 1.646
O 0.679 -6.410 -1.581
H 1.315 -6.921 -2.089
H 0.431 -7.008 -0.867
O 1.130 -9.130 -0.196
H 1.755 -9.647 -0.722
H 0.871 -9.715 0.520
O 3.308 -0.204 -4.631
H 4.068 -0.783 -4.734
H 3.409 0.152 -3.735
O 4.521 4.699 4.390
H 3.877 4.000 4.558
H 4.210 5.120 3.579
O -2.263 0.833 7.448
H -2.979 0.900 6.804
H -1.492 1.091 6.922
O 5.706 2.031 3.481
H 5.421 2.941 3.641
H 5.612 1.914 2.531
O -4.292 -0.051 -0.326
H -3.936 -0.712 -0.932
H -4.911 0.470 -0.850
O -6.568 -1.846 0.460
H -6.218 -2.561 0.998
H -5.779 -1.400 0.113
O -0.976 3.361 6.421
H -0.349 4.012 6.085
H -1.579 3.860 6.981
O 2.600 -3.426 -3.681
H 2.875 -2.748 -4.309
H 3.164 -3.284 -2.913
O -3.267 0.153 4.755
H -3.781 -0.062 3.972
H -2.453 0.536 4.403
O 2.442 -11.231 -1.940
H 1.840 -11.956 -1.743
H 2.094 -10.844 -2.751
O -7.594 -1.117 -2.091
H -7.505 -1.393 -1.164
H -8.524 -0.904 -2.196
O 4.319 -5.910 -4.686
H 3.992 -5.025 -4.471
H 4.350 -5.930 -5.646
O -0.195 0.832 -3.926
H 0.420 0.298 -4.439
H -0.487 0.244 -3.214
O 0.695 1.427 8.577
H 0.729 1.160 9.499
H -0.219 1.705 8.438
*
```

Output
Frontier orbital gap ... 5.9 eV
Highest occupied orbital energy ... -0.1578 Ha
E_LUMO ... 1.6 eV